P | {"formula": "C13H21N5O", "method": "ωB97M-V/def2-TZVPD", "species": ["C", "C", "C", "O", "H", "H", "H", "H", "H", "H", "C", "C", "N", "H", "H", "H", "C", "C", "N", "H", "H", "H", "C", "C", "N", "H", "H", "H", "C", "C", "N", "H", "H", "H", "C", "C", "N", "H", "H", "H"], "positions_angstrom": [[1.681, 4.188, 2.488], [1.385, 3.958, 1.024], [1.520, 5.182, 0.122], [0.981, 2.909, 0.604], [0.802, 4.117, 3.129], [2.154, 5.156, 2.631], [2.356, 3.399, 2.832], [1.684, 4.817, -0.891], [2.250, 5.927, 0.423], [0.546, 5.680, 0.139], [2.120, -4.830, -0.787], [3.417, -4.529, -1.406], [4.419, -4.312, -1.923], [2.152, -5.299, 0.187], [1.606, -5.450, -1.527], [1.509, -3.928, -0.753], [-5.086, -0.664, -0.374], [-5.979, -1.440, 0.486], [-6.639, -2.085, 1.169], [-4.065, -0.681, 0.004], [-5.395, 0.341, -0.634], [-5.054, -1.268, -1.289], [1.058, -0.474, 0.085], [-0.353, -0.095, 0.119], [-1.427, 0.296, 0.142], [1.316, -1.084, 0.950], [1.601, 0.472, 0.113], [1.250, -1.090, -0.792], [-2.664, 1.358, 2.904], [-2.447, 2.499, 3.791], [-2.287, 3.422, 4.445], [-3.410, 0.703, 3.349], [-1.734, 0.834, 2.705], [-3.018, 1.723, 1.941], [2.696, -3.400, -4.496], [1.527, -2.965, -3.733], [0.627, -2.655, -3.100], [3.642, -3.048, -4.104], [2.563, -3.192, -5.556], [2.698, -4.491, -4.418]], "nbo_charge": [-0.73, 0.61, -0.73, -0.57, 0.26, 0.21, 0.24, 0.24, 0.22, 0.24, -0.73, 0.30, -0.36, 0.26, 0.26, 0.27, -0.73, 0.29, -0.34, 0.27, 0.26, 0.25, -0.73, 0.33, -0.39, 0.24, 0.28, 0.26, -0.72, 0.30, -0.36, 0.25, 0.26, 0.27, -0.73, 0.31, -0.37, 0.28, 0.26, 0.26], "smiles": "CC(C)=O.CC#N.CC#N.CC#N.CC#N.CC#N", "multiplicity": 1, "lumo_energy_ev": 0.3835, "molar_mass_g_mol": 263.3}


Q | {"formula": "C13H21N5O", "method": "ωB97M-V/def2-TZVPD", "species": ["C", "C", "C", "C", "N", "C", "O", "N", "C", "C", "N", "C", "N", "C", "C", "C", "N", "C", "C", "H", "H", "H", "H", "H", "H", "H", "H", "H", "H", "H", "H", "H", "H", "H", "H", "H", "H", "H", "H", "H"], "positions_angstrom": [[-4.313, -0.127, -1.315], [-4.233, 0.258, 0.157], [-3.586, -0.824, 1.024], [-2.132, -1.114, 0.644], [-1.305, 0.066, 0.718], [-0.733, 0.604, -0.388], [-0.864, 0.104, -1.491], [-0.051, 1.800, -0.221], [0.348, 2.322, 1.066], [1.591, 1.548, 1.579], [2.236, 0.920, 0.447], [1.998, -0.397, 0.204], [2.335, -0.863, -1.003], [2.116, -2.140, -1.232], [1.577, -2.992, -0.276], [1.303, -2.416, 0.954], [1.506, -1.137, 1.206], [2.354, 1.806, -0.692], [0.936, 2.112, -1.240], [-4.803, -1.091, -1.433], [-4.884, 0.617, -1.866], [-3.320, -0.181, -1.753], [-3.662, 1.184, 0.253], [-5.239, 0.447, 0.539], [-4.153, -1.752, 0.933], [-3.624, -0.510, 2.071], [-2.069, -1.474, -0.384], [-1.724, -1.883, 1.310], [-1.133, 0.442, 1.633], [0.597, 3.376, 0.909], [-0.476, 2.288, 1.781], [1.320, 0.758, 2.279], [2.299, 2.231, 2.059], [2.383, -2.489, -2.221], [1.387, -4.032, -0.476], [0.900, -2.992, 1.779], [2.963, 1.316, -1.450], [2.853, 2.716, -0.352], [0.844, 3.165, -1.521], [0.709, 1.486, -2.103]], "nbo_charge": [-0.62, -0.40, -0.40, -0.23, -0.64, 0.80, -0.68, -0.46, -0.24, -0.25, -0.41, 0.57, -0.51, 0.12, -0.36, 0.10, -0.52, -0.25, -0.24, 0.19, 0.21, 0.23, 0.20, 0.20, 0.20, 0.19, 0.24, 0.19, 0.39, 0.21, 0.21, 0.25, 0.20, 0.19, 0.22, 0.19, 0.25, 0.19, 0.19, 0.26], "smiles": "CCCCNC(=O)N1CCN(c2ncccn2)CC1", "multiplicity": 1, "lumo_energy_ev": 0.7954, "molar_mass_g_mol": 263.3}


List of relative energies, unit eV: P 2.964; Q 0.000


P | {"formula": "C2H7OS", "method": "ωB97M-V/def2-TZVPD", "species": ["S", "H", "C", "O", "C", "H", "H", "H", "H", "H", "H"], "positions_angstrom": [[0.168, 2.797, 0.996], [0.010, 3.728, 1.966], [0.253, -0.819, 0.198], [-0.666, -0.184, 1.016], [-0.109, -0.990, -1.255], [1.263, -0.373, 0.212], [0.438, -1.791, 0.664], [-0.712, 0.788, 1.177], [-0.006, -0.032, -1.803], [0.489, -1.787, -1.707], [-1.128, -1.336, -1.464]], "nbo_charge": [-1.03, 0.10, -0.04, -0.80, -0.63, 0.16, 0.14, 0.53, 0.21, 0.19, 0.19], "multiplicity": 1, "lumo_energy_ev": 4.0779, "total_charge": -1, "molar_mass_g_mol": 79.1}


Q | {"formula": "C2H7OS", "method": "ωB97M-V/def2-TZVPD", "species": ["C", "C", "S", "H", "H", "H", "H", "H", "H", "H", "O"], "positions_angstrom": [[-0.206, 0.191, -1.198], [-0.834, 0.977, -0.055], [-1.195, -0.033, 1.422], [-0.825, -0.632, -1.544], [0.730, -0.258, -0.872], [0.024, 0.884, -2.021], [-1.746, 1.464, -0.412], [-0.154, 1.809, 0.168], [0.634, -1.513, 1.357], [2.066, -1.064, 1.486], [1.507, -1.825, 1.670]], "nbo_charge": [-0.61, -0.52, -0.71, 0.20, 0.19, 0.17, 0.17, 0.16, 0.50, 0.45, -1.00], "multiplicity": 1, "lumo_energy_ev": 4.3596, "total_charge": -1, "molar_mass_g_mol": 79.1}


R | {"formula": "C2H7OS", "method": "ωB97M-V/def2-TZVPD", "species": ["S", "H", "C", "O", "C", "H", "H", "H", "H", "H", "H"], "positions_angstrom": [[-1.019, -0.546, 2.070], [-1.973, -0.456, 1.126], [0.706, 0.945, -1.362], [-0.565, 0.377, -1.092], [1.776, -0.110, -1.475], [0.669, 1.509, -2.295], [1.002, 1.600, -0.543], [-0.642, 0.397, -0.118], [1.389, -1.021, -1.928], [2.600, 0.244, -2.081], [2.196, -0.312, -0.493]], "nbo_charge": [-1.04, 0.08, -0.06, -0.76, -0.63, 0.14, 0.16, 0.51, 0.21, 0.18, 0.21], "multiplicity": 1, "lumo_energy_ev": 3.9867, "total_charge": -1, "molar_mass_g_mol": 79.1}


S | {"formula": "C2H7OS", "method": "ωB97M-V/def2-TZVPD", "species": ["O", "H", "C", "C", "S", "H", "H", "H", "H", "H", "H"], "positions_angstrom": [[1.772, 0.922, 2.585], [0.901, 0.842, 2.058], [-1.080, -1.077, -0.681], [-0.177, 0.107, -0.971], [0.160, 1.278, 0.243], [-1.842, -1.013, 0.147], [-1.547, -1.204, -1.598], [-0.337, -1.913, -0.330], [-0.739, 0.573, -1.839], [0.672, -0.073, -1.587], [2.216, 1.558, 1.973]], "nbo_charge": [-1.03, 0.48, -0.61, -0.56, -0.63, 0.21, 0.19, 0.18, 0.14, 0.18, 0.46], "multiplicity": 1, "lumo_energy_ev": 4.3303, "total_charge": -1, "molar_mass_g_mol": 79.1}


List of relative energies, unit eV: P 0.356; Q 0.000; R 0.236; S 1.051


P | {"formula": "C4H13NO2", "method": "ωB97M-V/def2-TZVPD", "species": ["C", "C", "C", "N", "C", "H", "H", "H", "H", "H", "H", "H", "H", "H", "O", "H", "H", "O", "H", "H"], "positions_angstrom": [[2.173, -1.838, -0.599], [0.798, -1.242, -0.416], [0.476, -0.848, 0.836], [-0.807, -0.566, 1.250], [-1.534, 0.132, 2.318], [3.049, -1.182, -0.454], [2.362, -2.646, 0.092], [2.276, -2.235, -1.608], [0.026, -1.401, -1.159], [1.318, -0.572, 1.469], [-1.473, -1.140, 0.762], [-2.452, 0.530, 1.888], [-1.663, -0.530, 3.171], [-0.918, 1.001, 2.573], [-2.053, 1.583, -1.354], [-2.396, 2.489, -1.236], [-1.228, 1.680, -1.836], [1.031, 1.799, -1.544], [1.251, 1.845, -0.604], [1.917, 1.554, -1.856]], "nbo_charge": [-0.64, -0.32, 0.02, -0.61, -0.39, 0.20, 0.21, 0.21, 0.20, 0.17, 0.37, 0.21, 0.19, 0.19, -0.95, 0.46, 0.49, -0.94, 0.47, 0.47], "smiles": "C/C=C/NC.O.O", "multiplicity": 1, "lumo_energy_ev": 0.7694, "molar_mass_g_mol": 107.2}


Q | {"formula": "C4H13NO2", "method": "ωB97M-V/def2-TZVPD", "species": ["C", "C", "C", "N", "C", "O", "H", "H", "H", "H", "H", "H", "H", "H", "H", "H", "H", "O", "H", "H"], "positions_angstrom": [[1.549, -2.074, -0.574], [0.107, -1.909, -0.214], [0.051, -0.617, 0.762], [0.341, 0.611, -0.089], [0.249, 1.856, 0.620], [1.402, 2.090, 1.416], [2.391, -1.934, 0.106], [1.701, -1.408, -1.463], [1.497, -3.114, -1.037], [-0.269, -2.885, 0.168], [-0.518, -1.833, -1.089], [-1.001, -0.529, 1.120], [0.828, -0.824, 1.467], [1.065, 0.441, -0.742], [0.309, 2.623, -0.116], [-0.679, 1.817, 1.272], [1.136, 1.618, 2.266], [-3.094, 2.077, -1.601], [-3.408, 2.715, -0.935], [-3.657, 1.280, -1.338]], "nbo_charge": [-0.63, -0.40, -0.23, -0.66, 0.09, -0.73, 0.22, 0.20, 0.21, 0.20, 0.21, 0.19, 0.17, 0.37, 0.18, 0.15, 0.46, -0.93, 0.46, 0.46], "smiles": "CCCNCO.O", "multiplicity": 1, "lumo_energy_ev": 0.7310, "molar_mass_g_mol": 107.2}


R | {"formula": "C4H13NO2", "method": "ωB97M-V/def2-TZVPD", "species": ["N", "C", "C", "C", "C", "O", "H", "H", "H", "H", "H", "H", "H", "H", "H", "H", "H", "O", "H", "H"], "positions_angstrom": [[1.220, -1.919, 0.280], [1.020, -0.609, -0.355], [-0.207, 0.085, 0.391], [-1.422, 0.105, -0.608], [-1.560, 1.489, -1.229], [-1.625, 2.459, -0.150], [0.470, -2.086, 0.921], [1.438, -2.613, -0.433], [1.826, 0.102, -0.446], [0.712, -0.655, -1.450], [0.219, 1.077, 0.378], [-0.366, -0.337, 1.358], [-2.398, -0.317, -0.346], [-1.177, -0.638, -1.394], [-2.463, 1.601, -1.809], [-0.646, 1.891, -1.625], [-2.421, 2.442, 0.392], [2.238, -0.859, 2.328], [2.362, 0.081, 2.129], [2.780, -1.300, 1.669]], "nbo_charge": [-0.87, -0.20, -0.42, -0.44, -0.07, -0.75, 0.38, 0.37, 0.16, 0.16, 0.22, 0.22, 0.21, 0.20, 0.18, 0.19, 0.46, -0.94, 0.46, 0.48], "smiles": "NCCCCO.O", "multiplicity": 1, "lumo_energy_ev": 0.9358, "molar_mass_g_mol": 107.2}


List of relative energies, unit eV: P 0.000; Q 0.099; R 0.368


P | {"formula": "C4H13NO2", "method": "ωB97M-V/def2-TZVPD", "species": ["C", "C", "C", "N", "C", "O", "H", "H", "H", "H", "H", "H", "H", "H", "H", "H", "H", "O", "H", "H"], "positions_angstrom": [[-0.680, 0.341, 0.635], [-0.350, 1.020, -0.762], [-1.563, 0.921, -1.618], [0.747, 0.411, -1.575], [0.811, -1.056, -1.329], [1.169, -1.567, -0.029], [-1.310, -0.529, 0.484], [0.139, -0.161, 1.117], [-1.014, 0.905, 1.466], [-0.004, 2.078, -0.589], [-1.237, 1.128, -2.634], [-2.103, -0.010, -1.588], [-2.273, 1.628, -1.373], [1.674, 0.776, -1.397], [-0.120, -1.533, -1.691], [1.493, -1.642, -1.917], [2.013, -1.171, 0.165], [0.496, -0.520, 4.099], [0.839, -0.575, 5.011], [1.271, -0.442, 3.525]], "nbo_charge": [-0.66, -0.05, -0.62, -0.64, 0.05, -0.73, 0.21, 0.23, 0.22, 0.20, 0.22, 0.20, 0.21, 0.35, 0.18, 0.17, 0.45, -0.94, 0.47, 0.47], "smiles": "CC(C)NCO.O", "multiplicity": 1, "lumo_energy_ev": 0.5967, "molar_mass_g_mol": 107.2}


Q | {"formula": "C4H13NO2", "method": "ωB97M-V/def2-TZVPD", "species": ["C", "C", "C", "C", "N", "H", "H", "H", "H", "H", "H", "H", "H", "H", "O", "H", "H", "O", "H", "H"], "positions_angstrom": [[-0.170, 0.580, -2.513], [0.024, -0.144, -1.217], [1.141, -0.221, -0.512], [1.228, -0.871, 0.838], [0.127, -1.851, 1.065], [-0.281, -0.178, -3.289], [-1.126, 1.084, -2.450], [0.667, 1.214, -2.785], [-0.851, -0.597, -0.766], [2.035, 0.333, -0.776], [2.194, -1.368, 0.864], [1.143, -0.222, 1.706], [0.274, -2.665, 0.476], [0.159, -2.206, 2.015], [-0.473, 2.631, 0.624], [-0.884, 2.048, 1.290], [0.041, 2.011, 0.095], [-1.563, 0.371, 2.027], [-1.223, -0.435, 1.599], [-2.464, 0.484, 1.708]], "nbo_charge": [-0.65, -0.17, -0.24, -0.25, -0.87, 0.22, 0.23, 0.22, 0.20, 0.20, 0.18, 0.21, 0.37, 0.37, -0.97, 0.49, 0.46, -0.98, 0.50, 0.47], "smiles": "C/C=C/CN.O.O", "multiplicity": 1, "lumo_energy_ev": 0.7852, "molar_mass_g_mol": 107.2}


List of relative energies, unit eV: P 1.138; Q 0.000